C43H83NO4 | ωB97M-V with the def2-TZVPD basis set

Computed properties:
charge: 0
total energy: -2043.981380 Ha
E_LUMO: -0.5 eV
orbital gap: 9.6 eV
SMILES: CC(=O)OCCCc1ccc2c(c1)C(=O)NC2=O.CCCCCC.CCCCCC.CCCCCC.CCCCCC.CCCCCC

Geometry as XYZ:
```
131
Properties=species:S:1:pos:R:3:forces:R:3
C 7.185 0.641 -1.485 0.425 -0.119 -0.231
C 6.900 2.107 -1.325 0.352 0.091 0.057
O 7.508 2.796 -0.555 -0.398 0.054 0.016
O 5.907 2.589 -2.122 -0.345 -0.540 0.133
C 4.757 3.121 -1.432 0.228 0.129 -0.048
C 3.501 2.391 -1.890 -0.233 0.055 0.298
C 2.252 3.299 -1.869 -0.124 -0.283 -0.219
C 1.005 2.538 -1.496 -0.091 0.063 0.260
C 0.325 2.805 -0.295 0.240 0.010 -0.162
C -0.813 2.106 0.073 -0.087 -0.094 -0.006
C -1.250 1.117 -0.784 0.019 0.085 -0.185
C -0.583 0.829 -1.964 -0.157 0.251 0.199
C 0.539 1.536 -2.345 -0.039 -0.054 -0.024
C -1.295 -0.290 -2.632 -0.320 -0.108 -0.220
O -0.988 -0.868 -3.636 0.059 -0.084 0.085
N -2.466 -0.585 -1.853 1.312 0.118 0.605
C -2.428 0.229 -0.672 -0.324 -0.065 -0.203
O -3.246 0.187 0.205 0.106 -0.133 0.127
H 8.266 0.501 -1.431 -0.042 -0.047 0.019
H 6.760 0.101 -0.636 -0.127 0.083 -0.039
H 6.809 0.217 -2.412 -0.124 0.099 0.004
H 4.702 4.194 -1.618 0.010 0.001 -0.105
H 4.902 2.970 -0.361 0.003 0.216 0.029
H 3.650 1.976 -2.885 0.082 0.035 -0.011
H 3.317 1.554 -1.211 0.103 -0.097 -0.118
H 2.394 4.139 -1.190 -0.018 0.025 0.007
H 2.089 3.688 -2.877 0.150 0.278 0.095
H 0.706 3.579 0.360 0.014 0.021 -0.034
H -1.349 2.306 0.990 0.042 0.076 0.022
H 1.044 1.315 -3.277 -0.007 -0.023 -0.014
H -2.481 -1.572 -1.612 -0.747 -0.073 -0.370
C 11.124 -0.936 3.929 0.031 0.065 0.020
C 10.470 0.421 4.172 -0.017 -0.073 0.026
C 9.201 0.640 3.350 -0.019 0.025 -0.003
C 9.407 0.617 1.835 -0.002 -0.059 -0.031
C 10.413 1.638 1.304 -0.051 0.046 -0.015
C 10.002 3.084 1.565 0.069 -0.037 0.026
H 11.447 -1.049 2.893 -0.007 -0.008 -0.006
H 12.003 -1.065 4.561 -0.002 -0.018 0.002
H 10.429 -1.748 4.156 -0.008 -0.009 -0.026
H 11.192 1.216 3.967 -0.012 0.017 -0.005
H 10.216 0.508 5.232 0.015 0.018 0.004
H 8.748 1.592 3.642 0.004 0.007 -0.013
H 8.471 -0.133 3.613 0.007 -0.007 0.010
H 8.442 0.796 1.351 0.006 0.030 -0.003
H 9.719 -0.386 1.526 -0.005 -0.001 0.009
H 10.511 1.491 0.225 0.020 0.000 -0.001
H 11.403 1.447 1.727 -0.002 -0.029 -0.001
H 9.030 3.279 1.115 0.021 0.055 0.050
H 10.724 3.775 1.127 -0.014 0.017 0.004
H 9.942 3.307 2.632 0.020 -0.027 0.006
C 6.864 -6.231 -3.305 0.003 -0.021 0.070
C 6.240 -5.635 -2.047 -0.024 -0.016 -0.070
C 6.066 -4.119 -2.112 -0.004 0.021 0.042
C 7.368 -3.330 -2.263 0.018 0.001 -0.022
C 8.402 -3.571 -1.164 -0.024 0.080 0.042
C 7.921 -3.168 0.227 0.046 -0.058 -0.026
H 7.871 -5.849 -3.476 0.000 0.006 -0.010
H 6.934 -7.316 -3.229 -0.002 -0.004 -0.016
H 6.261 -5.997 -4.186 0.015 0.020 -0.013
H 6.843 -5.907 -1.176 -0.007 0.015 0.015
H 5.258 -6.088 -1.888 0.005 -0.010 0.022
H 5.537 -3.783 -1.215 0.010 0.006 0.002
H 5.412 -3.872 -2.954 -0.003 -0.015 -0.006
H 7.124 -2.263 -2.289 0.008 0.003 0.003
H 7.821 -3.556 -3.232 -0.010 -0.003 -0.004
H 9.302 -2.998 -1.406 0.017 -0.023 -0.006
H 8.704 -4.621 -1.157 0.004 -0.004 -0.015
H 7.644 -2.112 0.254 -0.022 0.000 0.004
H 8.703 -3.323 0.971 -0.003 0.016 0.010
H 7.053 -3.752 0.540 -0.013 0.011 0.000
C -8.597 2.298 2.892 0.056 0.023 -0.045
C -8.466 2.273 1.373 -0.054 0.022 0.026
C -9.097 1.045 0.719 0.016 -0.012 -0.039
C -8.484 -0.291 1.140 -0.027 -0.049 0.066
C -6.982 -0.423 0.894 -0.038 -0.029 -0.068
C -6.595 -0.322 -0.576 0.051 -0.015 0.016
H -8.087 1.452 3.356 -0.007 -0.008 0.004
H -8.160 3.209 3.305 -0.007 0.003 0.012
H -9.647 2.266 3.193 -0.003 -0.025 0.010
H -7.410 2.335 1.098 -0.030 -0.025 -0.020
H -8.941 3.167 0.960 0.027 0.011 -0.013
H -9.030 1.151 -0.367 0.005 -0.011 -0.002
H -10.167 1.025 0.952 0.002 0.015 0.014
H -9.001 -1.093 0.602 0.008 -0.008 -0.002
H -8.684 -0.466 2.201 -0.021 0.011 -0.002
H -6.655 -1.393 1.279 0.025 0.012 0.023
H -6.434 0.330 1.468 0.001 -0.005 0.017
H -7.106 -1.088 -1.166 -0.038 0.034 -0.016
H -5.521 -0.461 -0.698 0.005 0.005 -0.022
H -6.849 0.653 -0.997 -0.021 -0.005 -0.010
C -9.582 -3.724 -1.397 -0.030 -0.046 0.082
C -8.672 -4.455 -0.414 -0.007 0.101 -0.049
C -7.244 -4.637 -0.928 0.044 -0.010 0.040
C -7.115 -5.478 -2.199 -0.040 0.021 -0.020
C -7.690 -6.890 -2.095 0.069 -0.031 0.005
C -7.005 -7.750 -1.037 -0.072 -0.007 -0.029
H -9.704 -4.277 -2.329 0.019 0.003 -0.009
H -10.576 -3.584 -0.968 -0.008 0.030 -0.022
H -9.179 -2.738 -1.638 0.005 -0.003 -0.032
H -9.111 -5.424 -0.160 0.028 -0.013 0.010
H -8.632 -3.885 0.518 -0.002 -0.022 0.017
H -6.637 -5.080 -0.133 0.009 -0.003 -0.009
H -6.811 -3.650 -1.121 -0.009 0.010 0.014
H -6.055 -5.545 -2.463 0.003 -0.014 -0.001
H -7.598 -4.959 -3.031 -0.002 0.010 0.007
H -7.590 -7.376 -3.068 -0.024 -0.004 -0.003
H -8.763 -6.843 -1.888 -0.006 0.016 -0.011
H -5.935 -7.836 -1.240 0.012 0.019 0.022
H -7.423 -8.758 -1.023 0.014 -0.008 0.004
H -7.125 -7.333 -0.037 0.013 0.005 0.004
C -5.312 7.150 3.325 0.051 0.031 -0.049
C -5.269 7.089 1.801 -0.057 0.010 0.054
C -5.898 5.822 1.225 0.008 -0.014 -0.035
C -5.219 4.518 1.647 -0.010 -0.010 0.037
C -3.734 4.423 1.302 0.005 -0.038 -0.057
C -3.451 4.487 -0.196 0.040 0.009 0.083
H -4.746 6.334 3.779 -0.009 -0.009 0.006
H -4.886 8.085 3.691 -0.011 0.002 0.014
H -6.340 7.088 3.687 -0.003 -0.028 0.011
H -4.233 7.183 1.461 -0.001 -0.008 -0.020
H -5.800 7.954 1.396 0.020 0.011 -0.012
H -5.906 5.894 0.134 0.004 -0.011 -0.002
H -6.949 5.778 1.529 -0.005 0.010 0.005
H -5.743 3.685 1.169 0.036 0.010 -0.001
H -5.344 4.372 2.723 -0.008 0.002 0.000
H -3.357 3.474 1.695 0.004 0.004 0.010
H -3.174 5.210 1.815 -0.016 0.006 0.016
H -3.977 3.685 -0.721 -0.013 0.012 -0.023
H -2.385 4.372 -0.394 -0.004 0.007 -0.052
H -3.763 5.438 -0.629 -0.027 -0.004 0.001
```
Positions in Å, forces in eV/Å.